# C3H10N4

3 unconnected molecules or ions with the total composition C3H10N4 (ωB97M-V/def2-TZVPD, the Open Molecules 2025 dataset).

The frontier orbital gap (alpha / beta) comes out at 7.97 / 8.63 eV. As for the energy relative to the best compared isomer or geometry (same formula, charge and spin): 4.8634 eV.

```
! wB97M-V def2-TZVPD RIJCOSX def2/J DEFGRID3
* xyz 0 1
C 0.120 0.185 -0.400
C -0.827 0.052 -1.549
N 0.402 -0.795 0.469
N 0.668 1.371 -0.162
N 1.904 -1.165 -1.037
C -1.308 0.396 2.383
N -1.572 -0.281 1.373
H -0.113 -1.632 0.229
H 0.564 2.136 -0.803
H 1.320 1.460 0.602
H 1.789 -2.182 -1.033
H 2.639 -1.002 -0.347
H -0.518 -0.795 -2.159
H -0.855 0.944 -2.175
H -1.820 -0.136 -1.138
H -2.090 0.648 3.122
H -0.305 0.795 2.627
*
```

Atom charges from the natural (NBO) analysis, given in e for atoms 1 to 2:
1. C 0.589
2. C -0.700